DFT (ωB97M-V with the def2-TZVPD basis set) results for 9 unconnected molecules or ions with the total composition C16H54N4O9 at a distorted geometry.

The geometry in XYZ format:
```
83
Properties=species:S:1:pos:R:3:lowdin_charge:R:1
C 6.14303 -3.58547 -2.72340 -0.1435
O 5.34602 -2.53584 -3.16052 -0.1825
C 4.65004 -1.90837 -2.08514 -0.2248
C 3.73063 -0.78359 -2.53324 -0.4315
C 4.58028 0.34740 -3.10679 -0.0604
N 2.94741 -0.27707 -1.43008 0.0688
H 7.03580 -3.24396 -2.17366 0.0879
H 6.55207 -4.09622 -3.59774 0.0881
H 5.59745 -4.29320 -2.08611 0.0862
H 4.10555 -2.67666 -1.51799 0.1181
H 5.43764 -1.55444 -1.40022 0.1212
H 3.17900 -1.25898 -3.34798 0.1471
H 5.24418 0.07471 -3.92510 0.0757
H 5.19621 0.76136 -2.30325 0.0759
H 3.91615 1.13710 -3.46156 0.0766
H 3.49554 -0.04678 -0.59741 0.0484
H 2.20647 -0.88634 -1.11113 0.0560
C -3.81626 -0.94802 -4.63635 -0.0737
O -2.92060 -1.18273 -3.55350 -0.2272
C -3.39439 -2.08754 -2.57738 -0.2220
C -2.31759 -2.95890 -1.96428 -0.4310
C -2.62065 -3.53269 -0.58133 -0.0658
N -1.02535 -2.24333 -1.81365 0.0573
H -4.16423 -1.92029 -4.99107 0.0856
H -3.21623 -0.42525 -5.37529 0.0922
H -4.67507 -0.33984 -4.34486 0.0924
H -3.84780 -1.52570 -1.74364 0.1291
H -4.17317 -2.73474 -2.99454 0.1220
H -2.28746 -3.78350 -2.69064 0.1335
H -2.82292 -2.80126 0.20107 0.0708
H -1.83590 -4.23528 -0.31378 0.0759
H -3.54253 -4.12627 -0.63945 0.0770
H -1.27578 -1.60431 -1.05308 0.0284
H -0.91443 -1.62616 -2.61710 0.0658
C 4.76155 -0.75356 1.92935 -0.1091
O 3.82316 0.15419 1.41275 -0.2549
C 3.88692 1.42430 2.05821 -0.1726
C 3.09368 2.50701 1.27073 -0.4242
C 3.22559 3.83268 2.02396 -0.0566
N 1.65372 2.17056 1.11352 0.0754
H 4.65158 -1.70008 1.39599 0.0859
H 4.57272 -0.96095 2.99041 0.0944
H 5.82568 -0.50098 1.88870 0.0945
H 3.40125 1.38665 3.03738 0.1373
H 4.88586 1.86556 2.03864 0.1265
H 3.53319 2.61896 0.27553 0.1343
H 4.25553 3.98537 2.35000 0.0751
H 2.56817 3.72658 2.89019 0.0746
H 2.92357 4.66804 1.39875 0.0811
H 1.74089 1.21033 0.80055 0.0340
H 1.32616 2.16017 2.07730 0.0291
C -6.90997 0.83137 1.39691 -0.0896
O -5.99447 1.22965 2.40992 -0.2220
C -4.59827 1.33553 2.16134 -0.1825
C -4.28066 2.63603 1.41750 -0.4224
C -2.77676 2.87029 1.32843 -0.0472
N -4.81126 3.77538 2.17851 0.0257
H -6.80845 -0.22572 1.13085 0.0813
H -6.66254 1.42658 0.51443 0.0792
H -7.90209 0.98789 1.80606 0.0858
H -4.27329 1.48004 3.19510 0.1296
H -4.19093 0.45111 1.66741 0.1266
H -4.82805 2.62008 0.47030 0.1272
H -2.21487 2.25543 0.62246 0.0527
H -2.29528 2.68996 2.28910 0.0585
H -2.57694 3.87796 0.96587 0.0845
H -4.91681 4.62285 1.62784 0.0718
H -5.77830 3.65821 2.47518 0.0674
O -1.54008 -1.20285 3.43672 -0.0479
H -1.04935 -2.00996 3.23899 0.0487
H -1.47202 -1.10567 4.39182 0.0443
O 0.18517 2.27633 3.88973 -0.0497
H -0.15276 1.62937 4.51230 0.0363
H -0.51261 2.36323 3.22696 0.0185
O 1.38918 -1.42475 1.09187 -0.0572
H 2.17122 -0.82775 1.09439 0.0202
H 1.76999 -2.30821 1.03278 0.0648
O -2.37999 1.19089 -1.78648 -0.0700
H -1.87946 0.90059 -1.00806 -0.0102
H -2.39309 0.41858 -2.37282 -0.0023
O -1.11304 -0.28782 0.62242 -0.0782
H -1.58631 -0.29687 1.46588 0.0120
H -0.26025 -0.73041 0.80457 0.0013
```

The HOMO energy is -8.8680 eV. As for the multiplicity: 1. Its total charge is 0. As for the SMILES: COC[C@H](C)N.COC[C@H](C)N.COC[C@H](C)N.COC[C@H](C)N.O.O.O.O.O. The value obtained for the energy relative to the best compared isomer or geometry (same formula, charge and spin) is 161.0 kJ/mol.